Entry 1:
C5H7N | ωB97M-V/def2-TZVPD

Each line ends with the natural charge from an NBO analysis.
CARTESIAN COORDINATES (ANGSTROEM)
1 C 0.5396 0.4405 1.8523  0.2153
2 C 0.8858 0.1271 0.3134  -0.3753
3 C -0.3435 -0.7405 0.4156  0.3793
4 C 1.0113 1.3358 -0.5810  -0.6357
5 C -1.4912 -1.1768 -0.3645  -0.7269
6 N -0.2826 -0.6562 1.8605  -0.5250
7 H 1.8527 -0.3396 0.3467  0.2362
8 H 1.6432 1.9390 0.0797  0.2337
9 H 0.1663 1.8709 -0.7701  0.2115
10 H 1.7084 1.2037 -1.3947  0.2156
11 H -1.9360 -2.0004 0.0341  0.2593
12 H -1.3455 -1.3707 -1.4182  0.2412
13 H -2.4086 -0.6328 -0.3737  0.2708

Computed properties:
**Energy relative to the best compared isomer or geometry (same formula, charge and spin)**: 517.1 kJ/mol
**Molar mass**: 81.1 g mol⁻¹
**HOMO energy (spin up / spin down)**: -8.492 / -8.494 eV
**Charge**: 0
**Kohn-Sham gap (spin up / spin down)**: 8.012 / 8.015 eV
**Lowest unoccupied orbital energy (spin up / spin down)**: -0.48 / -0.48 eV


Entry 2:
C7H4N2O4 | ωB97M-V/def2-TZVPD

Each line ends with the natural charge from an NBO analysis.
CARTESIAN COORDINATES (ANGSTROEM)
1 C 0.6338 0.9172 2.3937  0.2837
2 C -0.7045 -0.7067 -1.8658  -0.1898
3 C -0.7595 0.3076 -0.8196  -0.1861
4 C 1.7308 -0.9369 0.9941  0.7835
5 C -1.1213 1.9929 0.9383  0.9230
6 C -0.0534 -1.8641 -2.1656  -0.5452
7 C 0.5737 0.1940 1.2157  -0.1247
8 N 0.6527 1.2673 3.5026  -0.4596
9 N -0.3075 0.6924 0.3514  -0.2753
10 O 1.5278 -1.9916 1.5451  -0.7506
11 O -2.2263 1.6800 1.2473  -0.6943
12 O 2.6908 -0.5310 0.3825  -0.7440
13 O -0.3651 2.9370 0.8914  -0.7041
14 H -1.1824 -0.3652 -2.8757  0.1643
15 H -1.4431 1.0529 -1.1222  0.1624
16 H 0.7064 -2.3753 -1.5708  0.2037
17 H -0.3529 -2.2705 -3.0422  0.1532

Computed properties:
**Energy relative to the best compared isomer or geometry (same formula, charge and spin)**: 201.1 kJ/mol
**Molar mass**: 180.1 g mol⁻¹
**HOMO energy**: 0.420 eV
**Charge**: -2
**Kohn-Sham gap**: 5.875 eV
**Lowest unoccupied orbital energy**: 6.30 eV


Entry 3:
C34H39Cl4N3O2 | ωB97M-V/def2-TZVPD

Each line ends with the Löwdin charge.
CARTESIAN COORDINATES (ANGSTROEM)
1 Cl 1.6909 -1.0135 3.2814  0.7753
2 C 3.2931 -1.2734 2.6764  -0.5756
3 C 4.1069 -2.2309 3.1845  -0.6158
4 Cl 3.5432 -3.4579 4.2260  0.7418
5 C 5.5734 -2.2388 2.8730  -0.4196
6 O 6.4202 -2.6710 3.6457  0.0676
7 C 5.9412 -1.5195 1.6168  -0.6246
8 Cl 7.5312 -1.7704 1.0655  0.7450
9 C 5.0906 -0.6379 1.0377  -0.5847
10 Cl 5.5717 0.2838 -0.3236  0.7659
11 C 3.8096 -0.2252 1.7325  -0.5362
12 O 3.6335 0.9914 1.9797  -0.0780
13 C 0.8933 -3.6403 1.4737  -0.0869
14 C -0.2945 -2.9891 0.7801  -0.3762
15 C -1.6163 -3.6241 1.2159  -0.0555
16 C -0.1150 -3.0015 -0.7411  -0.1149
17 C -0.1818 -4.2143 -1.4336  -0.0275
18 C -0.2064 -4.2392 -2.8274  -0.0488
19 C -0.1595 -3.0398 -3.5510  -0.0218
20 C -0.0389 -1.8205 -2.8865  -0.1183
21 C 0.0224 -0.5031 -3.6607  -0.3800
22 C -0.7585 -0.5106 -4.9783  -0.0717
23 C 1.4661 -0.0704 -3.8695  -0.0483
24 C 0.0319 -1.8166 -1.4794  -0.0796
25 N 0.0531 -0.5516 -0.7746  0.0136
26 N -1.0815 0.1823 -0.7564  0.1971
27 N -0.7996 1.2253 0.0455  -0.0143
28 C -1.8287 2.1379 0.4871  -0.0863
29 C -2.3397 1.9893 1.7868  -0.1206
30 C -1.9963 0.7676 2.6549  -0.3743
31 C -3.2251 -0.1138 2.8608  -0.0541
32 C -1.3601 1.1561 3.9845  -0.0609
33 C -3.2239 2.9607 2.2533  -0.0227
34 C -3.6217 4.0084 1.4255  -0.0496
35 C -3.1443 4.1035 0.1187  -0.0229
36 C -2.2505 3.1549 -0.3785  -0.1186
37 C -1.6860 3.2810 -1.8003  -0.3736
38 C -0.6254 4.3781 -1.8623  -0.0481
39 C -2.7829 3.4778 -2.8496  -0.0610
40 C 0.5038 1.2227 0.4724  -0.1762
41 C 0.9888 2.3125 1.3073  0.0262
42 C 1.0858 0.0882 -0.0465  -0.1860
43 C 2.4179 -0.3482 0.0427  -0.0417
44 H 1.8194 -3.1193 1.2104  0.0583
45 H 0.7773 -3.5897 2.5616  0.0552
46 H 1.0030 -4.6878 1.1671  0.0876
47 H -0.3234 -1.9361 1.0823  0.1007
48 H -2.4650 -3.1202 0.7381  0.0846
49 H -1.6438 -4.6894 0.9533  0.0784
50 H -1.7407 -3.5242 2.3003  0.0795
51 H -0.2371 -5.1464 -0.8632  0.1173
52 H -0.2770 -5.1913 -3.3591  0.1094
53 H -0.2135 -3.0637 -4.6428  0.1119
54 H -0.4687 0.2230 -3.0006  0.1012
55 H -1.7892 -0.8440 -4.8208  0.0867
56 H -0.8011 0.5035 -5.3925  0.0792
57 H -0.2863 -1.1606 -5.7244  0.0750
58 H 2.0145 -0.0597 -2.9222  0.0686
59 H 1.9751 -0.7791 -4.5350  0.0906
60 H 1.5122 0.9294 -4.3152  0.0827
61 H -1.2626 0.1887 2.0838  0.1079
62 H -3.6625 -0.3937 1.8963  0.0863
63 H -2.9444 -1.0304 3.3903  0.0799
64 H -3.9914 0.4135 3.4406  0.0812
65 H -0.4616 1.7630 3.8342  0.0660
66 H -2.0648 1.7351 4.5925  0.0814
67 H -1.0677 0.2566 4.5391  0.0793
68 H -3.6172 2.8633 3.2729  0.1207
69 H -4.3296 4.7544 1.8011  0.1121
70 H -3.4657 4.9185 -0.5403  0.1177
71 H -1.2088 2.3148 -2.0056  0.1057
72 H 0.1549 4.2036 -1.1112  0.0666
73 H -0.1517 4.4068 -2.8501  0.0839
74 H -1.0677 5.3621 -1.6607  0.0872
75 H -3.4874 2.6392 -2.8259  0.0877
76 H -3.3512 4.3992 -2.6837  0.0729
77 H -2.3327 3.5183 -3.8475  0.0809
78 H 2.0186 2.0823 1.6087  0.0737
79 H 0.9634 3.2725 0.7622  0.0925
80 H 0.3951 2.4311 2.2277  0.0787
81 H 3.1509 0.3736 -0.3302  0.0374
82 H 2.5960 -1.4169 -0.0405  0.0755

Computed properties:
**Energy relative to the best compared isomer or geometry (same formula, charge and spin)**: 106.3 kJ/mol
**Molar mass**: 663.5 g mol⁻¹
**HOMO energy**: -6.899 eV
**Charge**: 0
**Kohn-Sham gap**: 6.178 eV
**Lowest unoccupied orbital energy**: -0.72 eV


Entry 4:
C4H7NO2 | ωB97M-V/def2-TZVPD

Each line ends with the natural charge from an NBO analysis.
CARTESIAN COORDINATES (ANGSTROEM)
1 C -1.6530 -1.2694 -0.2483  -0.6744
2 C -0.7015 -0.1773 0.0883  0.0391
3 N -0.9487 0.8247 0.8488  -0.0989
4 O -2.2416 0.7568 1.3317  -0.5627
5 C 0.5598 -0.1239 -0.6558  0.2286
6 C 2.6820 0.6281 -0.5004  -0.2577
7 O 1.4940 0.2284 0.1763  -0.4540
8 H -2.5571 -0.8477 -0.6941  0.2396
9 H -1.1871 -1.9658 -0.9496  0.2298
10 H -1.9365 -1.7918 0.6673  0.2366
11 H -2.3299 1.5797 1.8270  0.4795
12 H 2.5149 0.3228 -1.5414  0.2137
13 H 3.5304 0.1337 -0.0369  0.1870
14 H 2.7742 1.7018 -0.3129  0.1938

Computed properties:
**Energy relative to the best compared isomer or geometry (same formula, charge and spin)**: 509.9 kJ/mol
**Molar mass**: 101.1 g mol⁻¹
**HOMO energy**: -8.632 eV
**Charge**: 0
**Kohn-Sham gap**: 9.049 eV
**Lowest unoccupied orbital energy**: 0.42 eV


Entry 5:
C4H12NO4 | ωB97M-V/def2-TZVPD

Each line ends with the natural charge from an NBO analysis.
CARTESIAN COORDINATES (ANGSTROEM)
1 C -0.4363 1.7325 0.5454  -0.6246
2 C -0.9764 0.3667 0.1701  -0.1046
3 C -2.2771 0.4534 -0.5989  -0.6120
4 N 0.0627 -0.6688 -0.4155  -0.7973
5 C 0.2826 -2.0461 0.2647  0.8975
6 O 1.1113 -2.6674 -0.3719  -0.7742
7 O 0.0181 -2.1212 1.4705  -0.7973
8 H -0.3217 2.2370 -0.5137  0.1789
9 H -1.1449 2.3436 1.1817  0.1981
10 H 0.5183 1.8771 1.0341  0.2265
11 H -1.2483 -0.1920 1.1498  0.2276
12 H -2.3434 1.0931 -1.5908  0.1765
13 H -3.0526 0.9604 -0.0158  0.1923
14 H -2.6492 -0.5477 -0.9204  0.2210
15 H 0.3203 -0.4426 -1.3756  0.4031
16 H 1.2341 -0.0166 1.2928  0.4928
17 H 1.8500 -0.9507 2.0846  0.4822
18 O 2.1326 -0.0947 1.7848  -0.9932
19 H 2.3821 0.3284 -1.4875  0.4709
20 H 2.4332 -1.2588 -1.5903  0.5165
21 O 2.1044 -0.3856 -2.0978  -0.9807

Computed properties:
**Energy relative to the best compared isomer or geometry (same formula, charge and spin)**: 214.0 kJ/mol
**Molar mass**: 138.1 g mol⁻¹
**HOMO energy**: -4.633 eV
**Charge**: -1
**Kohn-Sham gap**: 8.237 eV
**Lowest unoccupied orbital energy**: 3.60 eV


Entry 6:
C2H5IN2 | ωB97M-V/def2-TZVPD

Each line ends with the natural charge from an NBO analysis.
CARTESIAN COORDINATES (ANGSTROEM)
1 C -1.2600 -0.6521 0.3518  -0.3556
2 C 0.9565 -0.7573 -0.5089  -0.3753
3 N -0.1187 -0.0809 -0.0890  -0.0761
4 N -0.0947 1.3218 -0.1865  -0.6404
5 I 2.8842 -0.0436 -0.0552  0.0760
6 H -1.3784 -1.7272 0.1982  0.2176
7 H -1.9092 0.1283 0.6109  0.1830
8 H 0.8677 -1.7451 -0.2390  0.1875
9 H -0.7620 1.8561 0.2925  0.3865
10 H 0.8148 1.7001 -0.3748  0.3970

Computed properties:
**Energy relative to the best compared isomer or geometry (same formula, charge and spin)**: 238.2 kJ/mol
**Molar mass**: 184.0 g mol⁻¹
**HOMO energy**: -7.076 eV
**Charge**: 0
**Kohn-Sham gap**: 7.325 eV
**Lowest unoccupied orbital energy**: 0.25 eV